ORCA calculation (the ωB97M-V functional and the def2-TZVPD basis) on a molecular structure, C18H19Cl44GaO4P in a non-equilibrium geometry.

Its lowest unoccupied orbital energy is 1.1 eV. The calculation puts the highest occupied orbital energy at -5.23 eV. The calculated total energy comes out at -23512.776016 hartree. The total charge is -1. Its multiplicity is 1. For the largest force on an atom, the calculation gives 0.0243 Eh/bohr.

Each line ends with the Löwdin charge.
CARTESIAN COORDINATES (ANGSTROEM)
C -4.468 0.811 0.518  -0.070
C -3.321 -0.153 0.822  -0.272
O -2.141 0.094 0.088  -0.218
C -1.237 0.975 0.746  -0.236
C -0.597 0.382 1.990  -0.172
C 0.641 1.177 2.522  -0.217
C 0.771 2.611 2.036  -0.339
C 1.900 3.364 2.719  -0.355
Ga 2.396 5.069 1.735  0.289
P 0.642 6.666 1.762  0.326
O 1.131 8.059 1.800  -0.415
O -0.389 6.533 0.488  -0.244
O -0.351 6.464 3.061  -0.304
H -5.414 0.281 0.541  0.044
H -4.541 1.596 1.260  0.073
H -4.378 1.228 -0.473  0.022
H -3.153 -0.157 1.894  0.104
H -3.655 -1.152 0.562  0.109
H -1.688 1.942 0.951  0.124
H -0.447 1.164 0.029  0.118
H -0.292 -0.632 1.758  0.077
H -1.336 0.395 2.784  0.096
H 1.503 0.593 2.230  0.049
H 0.585 1.119 3.605  0.101
H 0.998 2.584 0.975  0.083
H -0.178 3.108 2.212  0.099
H 1.667 3.516 3.770  0.022
H 2.780 2.721 2.707  0.030
H 2.669 4.708 0.183  -0.104
H 3.702 5.799 2.286  -0.115
H -0.183 5.739 -0.028  0.035
H -0.942 7.240 3.034  0.053
C 2.640 -2.355 3.247  -2.019
Cl 3.700 -3.732 3.557  0.482
Cl 3.512 -0.853 3.534  0.565
Cl 2.109 -2.382 1.563  0.489
Cl 1.227 -2.436 4.308  0.544
C -3.564 2.066 -3.824  -2.037
Cl -4.680 0.937 -4.606  0.476
Cl -4.490 3.381 -3.086  0.524
Cl -2.652 1.224 -2.578  0.609
Cl -2.463 2.735 -5.037  0.524
C 4.986 -4.345 -0.517  -2.003
Cl 4.638 -3.592 -2.082  0.506
Cl 5.631 -3.134 0.595  0.482
Cl 3.495 -5.019 0.139  0.491
Cl 6.177 -5.633 -0.735  0.527
C -8.935 0.093 -1.354  -2.062
Cl -10.513 0.863 -1.558  0.518
Cl -8.614 -0.142 0.366  0.526
Cl -8.939 -1.476 -2.171  0.512
Cl -7.684 1.115 -2.055  0.519
C -7.315 0.324 -7.879  -2.048
Cl -5.860 1.306 -7.735  0.518
Cl -8.679 1.347 -8.343  0.527
Cl -7.078 -0.928 -9.100  0.502
Cl -7.661 -0.439 -6.319  0.501
C -0.263 -4.056 -1.786  -2.043
Cl 0.735 -5.507 -1.609  0.499
Cl 0.678 -2.617 -1.384  0.512
Cl -0.823 -3.937 -3.457  0.525
Cl -1.654 -4.163 -0.704  0.530
C 7.487 -3.915 5.178  -2.037
Cl 7.016 -3.329 3.581  0.465
Cl 8.083 -2.564 6.146  0.535
Cl 6.101 -4.650 5.990  0.521
Cl 8.764 -5.125 5.002  0.511
C -8.900 -4.845 -9.209  -2.061
Cl -10.387 -5.798 -9.143  0.520
Cl -7.520 -5.880 -8.828  0.524
Cl -8.701 -4.176 -10.834  0.514
Cl -8.986 -3.526 -8.043  0.500
C 10.538 -5.412 1.208  -2.055
Cl 10.120 -7.084 1.603  0.517
Cl 11.536 -4.735 2.499  0.515
Cl 11.444 -5.375 -0.310  0.523
Cl 9.063 -4.464 1.038  0.490
C -0.985 5.554 6.693  -2.058
Cl -2.618 6.232 6.599  0.502
Cl -0.652 5.076 8.369  0.494
Cl -0.877 4.136 5.650  0.533
Cl 0.184 6.757 6.174  0.561
C 7.782 0.064 -1.890  -2.051
Cl 9.277 -0.439 -2.692  0.512
Cl 7.269 1.629 -2.523  0.537
Cl 6.524 -1.141 -2.183  0.480
Cl 8.065 0.195 -0.151  0.522

***

ORCA calculation (the ωB97M-V functional and the def2-TZVPD basis) on a single H4O2P2 molecule in a non-equilibrium geometry.

Its lowest unoccupied orbital energy is 0.5 eV. The calculation puts the highest occupied orbital energy at -9.12 eV. The calculated total energy comes out at -835.530612 hartree. As for the energy above the lowest of the compared OMol25 structures with the same formula, charge and spin: 1.9916 eV. Its multiplicity is 1. For the largest force on an atom, the calculation gives 0.0825 Eh/bohr. As for the SMILES: OP(O)#[PH2].

Each line ends with the natural charge from an NBO analysis.
CARTESIAN COORDINATES (ANGSTROEM)
O 1.561 0.248 0.922  -1.080
P 0.258 0.197 -0.759  1.121
O 0.684 -1.199 -1.338  -0.990
P -1.510 -0.039 0.568  -0.052
H 2.190 0.923 1.184  0.478
H 0.596 -1.998 -0.786  0.511
H -2.319 0.559 -0.528  0.005
H -1.460 1.308 0.737  0.007

***

ORCA calculation (the ωB97M-V functional and the def2-TZVPD basis) on a molecular structure, C25H31AlF9O2S4Sb in a non-equilibrium geometry.

Its lowest unoccupied orbital energy is -6.2 eV. The calculation puts the highest occupied orbital energy at -12.36 eV. The calculated total energy comes out at -4095.428522 hartree. As for the energy above the lowest of the compared OMol25 structures with the same formula, charge and spin: 2.6347 eV. The total charge is +2. Its multiplicity is 1. For the largest force on an atom, the calculation gives 0.0599 Eh/bohr.

Each line ends with the Löwdin charge.
CARTESIAN COORDINATES (ANGSTROEM)
Al -1.325 -0.928 -0.356  0.014
C 0.602 -3.553 2.399  -0.440
C 0.868 -2.190 1.740  -0.432
S -0.383 -0.872 1.802  1.028
C -1.898 -1.613 2.597  -0.424
C -2.657 -2.724 1.947  -0.464
S -2.873 -2.651 0.148  1.056
C -2.266 -4.262 -0.394  -0.432
C -0.757 -4.489 -0.171  -0.510
S -0.371 -4.895 1.536  0.934
H 0.107 -3.425 3.408  0.089
H 1.543 -4.044 2.605  0.075
H 1.162 -2.449 0.679  0.072
H 1.777 -1.662 2.150  0.097
H -2.635 -0.814 2.867  0.118
H -1.498 -1.999 3.576  0.111
H -3.670 -2.556 2.316  0.098
H -2.285 -3.715 2.294  0.057
H -2.416 -4.275 -1.480  0.096
H -2.891 -5.050 0.068  0.116
H -0.159 -3.654 -0.523  0.044
H -0.450 -5.311 -0.783  0.084
F 2.196 0.291 -4.160  0.157
C 1.581 0.342 -2.905  -0.459
F 0.694 1.336 -2.874  0.155
F 2.524 0.674 -1.981  0.146
C 0.899 -0.994 -2.449  -0.153
O 0.094 -0.871 -1.326  -0.056
C 2.105 -2.059 -2.242  -0.445
F 3.214 -1.945 -3.072  0.150
F 2.582 -1.910 -1.016  0.150
F 1.668 -3.361 -2.396  0.136
C -0.031 -1.624 -3.628  -0.468
F 0.581 -2.293 -4.597  0.214
F -0.971 -2.402 -3.019  0.127
F -0.702 -0.586 -4.227  0.146
C 5.573 -0.459 0.027  -0.364
Sb 4.580 0.947 1.311  1.188
C 6.134 1.360 2.785  -0.345
C 4.812 2.657 -0.178  -0.289
H 6.578 -0.706 0.496  0.030
H 5.674 -0.037 -0.938  -0.025
H 4.890 -1.354 0.036  -0.020
H 7.131 1.020 2.391  0.025
H 5.817 0.856 3.653  -0.043
H 6.243 2.445 2.943  0.006
H 5.642 2.522 -0.851  0.000
H 5.063 3.515 0.491  0.009
H 3.891 2.718 -0.681  -0.078
O -2.526 0.348 -0.628  -0.440
S -2.494 1.843 -1.326  1.277
C -1.281 2.661 -0.290  -0.404
C -1.232 2.474 1.072  -0.094
C -0.098 2.966 1.801  -0.033
C 0.984 3.509 1.125  -0.057
C 0.947 3.626 -0.238  -0.038
C -0.181 3.190 -0.952  -0.065
C -4.096 2.365 -0.773  -0.401
C -4.294 3.452 0.036  -0.046
C -5.622 3.853 0.440  0.000
C -6.689 3.157 -0.155  -0.039
C -6.451 2.086 -1.016  -0.039
C -5.169 1.579 -1.182  -0.069
H -1.987 1.910 1.595  0.110
H -0.093 2.838 2.887  0.123
H 1.828 3.864 1.779  0.144
H 1.871 3.870 -0.736  0.112
H -0.159 3.264 -2.053  0.123
H -3.415 3.972 0.386  0.104
H -5.815 4.480 1.296  0.115
H -7.711 3.490 -0.043  0.120
H -7.331 1.617 -1.437  0.123
H -4.976 0.635 -1.606  0.099

***

ORCA calculation (the ωB97M-V functional and the def2-TZVPD basis) on a molecular structure, C40H46AsN8RuS2Si2Te.

Its lowest unoccupied orbital energy (alpha / beta) is -0.9 / -0.9 eV. The calculation puts the highest occupied orbital energy (alpha / beta) at -5.57 / -6.52 eV. The calculated total energy comes out at -5964.151419 hartree. The expectation value of S² is 0.76. As for the energy above the lowest of the compared OMol25 structures with the same formula, charge and spin: 0.0000 eV. Its multiplicity is 2. For the largest force on an atom, the calculation gives 0.0040 Eh/bohr.

Each line ends with the Löwdin charge.
CARTESIAN COORDINATES (ANGSTROEM)
Ru 0.443 -0.035 0.063  0.672
N -2.404 -1.940 2.750  0.080
C -1.414 -1.476 1.954  -0.859
S -1.780 -0.160 0.900  0.521
N -0.252 -2.101 2.087  0.012
N 0.704 -1.615 1.254  -0.151
C 1.916 -2.071 1.397  -0.206
C 2.325 -3.025 2.461  -0.192
C 3.051 -2.530 3.543  -0.042
C 3.466 -3.373 4.563  -0.080
C 3.164 -4.726 4.506  -0.089
C 2.447 -5.226 3.429  -0.071
C 2.029 -4.383 2.410  -0.019
C 2.913 -1.441 0.537  -0.206
C 4.248 -1.837 0.504  0.000
C 5.141 -1.151 -0.295  -0.054
C 4.689 -0.066 -1.033  -0.052
C 3.350 0.270 -0.958  -0.133
N 2.471 -0.408 -0.219  -0.023
H -3.340 -1.611 2.599  0.084
H -2.256 -2.810 3.232  0.101
H 3.290 -1.473 3.583  0.114
H 4.026 -2.974 5.399  0.102
H 3.486 -5.388 5.299  0.101
H 2.209 -6.281 3.380  0.104
H 1.465 -4.776 1.577  0.089
H 4.563 -2.677 1.107  0.121
H 6.179 -1.454 -0.338  0.111
H 5.352 0.513 -1.661  0.110
H 2.951 1.112 -1.507  0.098
S 2.267 7.150 1.324  1.016
N 2.126 5.916 2.355  -0.216
C 1.741 4.870 1.645  -0.300
C 1.515 3.533 2.164  -0.081
C 1.658 3.185 3.505  0.013
C 1.407 1.883 3.877  -0.022
C 1.044 0.954 2.907  -0.088
N 0.924 1.272 1.621  -0.011
C 1.130 2.552 1.250  -0.123
C 0.900 2.857 -0.159  -0.131
N 0.460 1.836 -0.930  -0.011
C 0.210 2.087 -2.212  -0.156
C 0.428 3.334 -2.795  -0.023
C 0.880 4.376 -2.020  0.024
C 1.110 4.139 -0.665  -0.082
C 1.553 5.161 0.266  -0.298
N 1.801 6.423 -0.039  -0.214
H 1.952 3.939 4.223  0.122
H 1.487 1.567 4.908  0.113
H 0.834 -0.076 3.169  0.103
H -0.189 1.265 -2.791  0.012
H 0.213 3.455 -3.849  0.112
H 1.049 5.363 -2.428  0.123
C -1.129 2.703 -8.058  -0.056
C -1.654 2.177 -6.750  -0.277
C -1.946 3.027 -5.693  -0.040
C -2.424 2.553 -4.472  -0.347
C -2.790 3.552 -3.407  -0.115
C -2.599 1.172 -4.293  -0.549
Te -3.167 0.394 -2.407  0.859
C -2.384 0.306 -5.379  -0.325
C -2.707 -1.158 -5.289  -0.122
C -1.897 0.820 -6.576  -0.028
H -0.970 3.780 -8.015  0.070
H -1.828 2.501 -8.873  0.080
H -0.181 2.231 -8.320  0.078
H -1.813 4.098 -5.823  0.111
H -2.444 4.551 -3.676  0.074
H -2.379 3.277 -2.436  0.026
H -3.874 3.591 -3.282  0.079
H -2.111 -1.645 -4.517  0.007
H -2.524 -1.656 -6.243  0.078
H -3.754 -1.297 -5.012  0.068
H -1.721 0.139 -7.405  0.117
C 2.641 -2.684 -3.065  -0.210
Si 1.243 -1.583 -3.682  0.246
C 0.570 -2.291 -5.286  -0.211
C 2.013 0.041 -4.265  -0.211
As -0.394 -1.235 -2.020  0.655
Si -1.204 -3.417 -1.670  0.218
C -1.332 -4.440 -3.241  -0.224
C -0.117 -4.405 -0.498  -0.231
C -2.924 -3.325 -0.934  -0.232
H 3.434 -2.763 -3.815  0.033
H 2.285 -3.694 -2.843  0.019
H 3.076 -2.279 -2.149  -0.006
H 1.415 -2.520 -5.943  0.036
H -0.040 -1.532 -5.781  0.013
H -0.029 -3.192 -5.177  0.001
H 2.605 -0.189 -5.157  0.035
H 2.686 0.491 -3.539  -0.002
H 1.267 0.780 -4.561  0.016
H -0.350 -4.694 -3.645  0.018
H -1.918 -3.957 -4.024  0.018
H -1.834 -5.378 -2.984  0.033
H 0.938 -4.356 -0.778  0.019
H -0.427 -5.455 -0.508  0.037
H -0.233 -4.024 0.516  -0.007
H -3.619 -2.849 -1.628  0.005
H -2.930 -2.739 -0.014  -0.014
H -3.285 -4.333 -0.710  0.032

***

Q: Number 2 is which compound?
A: H4O2P2